#1
Formula: C22H63N3O8
Source: the Open Molecules 2025 dataset
Level of theory: ωB97M-V/def2-TZVPD

Cartesian coordinates (Å):
C 14.33 13.71 6.76
C 15.80 13.37 6.59
C 16.63 13.73 7.84
O 16.38 15.09 8.19
C 17.39 15.72 9.02
N 15.84 11.96 6.18
H 13.83 13.67 5.79
H 14.32 14.72 7.18
H 13.79 13.01 7.40
H 16.08 14.07 5.79
H 17.67 13.49 7.61
H 16.35 13.03 8.62
H 17.63 15.01 9.81
H 17.04 16.65 9.45
H 18.28 15.86 8.40
H 15.44 11.84 5.26
H 16.82 11.81 5.99
C 22.76 14.62 5.84
C 21.78 15.40 6.72
C 21.71 14.97 8.18
O 21.44 13.59 8.38
C 20.89 13.28 9.67
N 22.19 16.83 6.68
H 23.79 14.70 6.19
H 22.69 14.98 4.81
H 22.47 13.58 5.79
H 20.77 15.35 6.30
H 21.09 15.68 8.73
H 22.68 15.23 8.60
H 20.57 12.24 9.71
H 19.99 13.86 9.88
H 21.61 13.53 10.45
H 22.40 17.19 5.76
H 23.03 16.93 7.22
C 17.64 7.75 6.09
C 17.24 6.31 5.93
C 15.96 5.93 6.70
O 16.00 4.55 6.80
C 14.83 3.96 7.40
N 17.07 6.12 4.53
H 18.72 7.69 6.13
H 17.44 8.23 7.05
H 17.42 8.39 5.24
H 18.04 5.62 6.20
H 15.09 6.37 6.21
H 15.96 6.41 7.67
H 14.85 4.11 8.48
H 14.76 2.89 7.22
H 13.96 4.36 6.88
H 17.98 6.21 4.09
H 16.84 5.15 4.37
C 17.98 9.78 11.24
C 18.74 9.92 9.93
O 18.17 10.84 9.02
H 17.06 9.21 11.12
H 17.74 10.76 11.65
H 18.62 9.24 11.93
H 18.70 8.94 9.45
H 19.79 10.20 9.99
H 17.24 10.64 8.97
C 22.77 10.20 3.70
C 24.18 9.72 3.49
O 24.96 10.76 2.90
H 22.23 10.62 2.85
H 22.79 10.99 4.46
H 22.06 9.44 4.03
H 24.15 8.95 2.72
H 24.58 9.40 4.46
H 25.77 10.29 2.67
C 18.93 9.93 3.10
C 19.22 9.28 1.71
O 18.47 8.12 1.48
H 19.53 9.43 3.87
H 17.87 9.92 3.34
H 19.30 10.96 3.09
H 20.26 9.03 1.51
H 19.01 10.08 1.00
H 18.55 7.93 0.55
C 20.96 7.29 8.57
C 20.18 6.25 9.37
O 20.94 5.09 9.55
H 21.19 6.84 7.60
H 21.91 7.57 9.02
H 20.47 8.26 8.49
H 19.21 5.97 8.93
H 19.87 6.69 10.31
H 20.33 4.34 9.57
C 20.74 10.55 6.69
C 19.95 11.69 5.96
O 18.64 11.27 6.22
H 21.79 10.63 6.41
H 20.34 9.61 6.31
H 20.69 10.57 7.78
H 20.12 11.67 4.88
H 20.09 12.68 6.41
H 18.58 11.09 7.16

Output
Lowest unoccupied orbital energy   0.0194 Eh
SMILES   COC[C@H](C)N.COC[C@H](C)N.COC[C@H](C)N.CCO.CCO.CCO.CCO.CCO



#2
Formula: C22H63N3O8
Source: the Open Molecules 2025 dataset
Level of theory: ωB97M-V/def2-TZVPD

Cartesian coordinates (Å):
C 6.59 -9.61 -7.96
C 5.12 -9.89 -7.75
C 4.48 -8.81 -6.90
O 3.21 -9.26 -6.46
C 2.60 -8.37 -5.57
N 4.45 -10.17 -9.02
H 7.20 -9.93 -7.11
H 6.80 -8.54 -8.05
H 7.00 -10.14 -8.81
H 5.01 -10.81 -7.15
H 4.37 -7.88 -7.49
H 5.13 -8.55 -6.06
H 3.25 -8.16 -4.71
H 1.78 -8.96 -5.13
H 2.16 -7.46 -5.98
H 3.45 -10.22 -8.84
H 4.59 -9.37 -9.64
C -3.38 -10.02 -8.81
C -3.14 -8.57 -9.19
C -2.85 -7.72 -7.98
O -1.71 -8.20 -7.30
C -1.98 -8.55 -5.96
N -1.98 -8.58 -10.12
H -2.75 -10.37 -7.99
H -3.26 -10.68 -9.66
H -4.42 -10.16 -8.52
H -4.00 -8.11 -9.69
H -3.72 -7.63 -7.31
H -2.67 -6.68 -8.29
H -2.72 -9.36 -5.95
H -2.42 -7.72 -5.40
H -1.10 -8.92 -5.44
H -1.27 -9.12 -9.63
H -1.52 -7.66 -10.14
C -2.14 -3.42 -9.70
C -1.13 -2.99 -8.64
C -0.58 -4.18 -7.88
O -1.54 -4.91 -7.17
C -2.33 -4.16 -6.27
N -0.01 -2.38 -9.36
H -2.97 -3.99 -9.29
H -1.57 -4.02 -10.41
H -2.49 -2.55 -10.25
H -1.55 -2.27 -7.92
H 0.22 -3.87 -7.19
H -0.08 -4.84 -8.60
H -3.18 -3.69 -6.79
H -1.73 -3.41 -5.74
H -2.71 -4.83 -5.49
H 0.65 -1.86 -8.78
H -0.34 -1.64 -9.98
C -4.75 -9.75 -2.38
C -4.16 -8.45 -2.86
O -4.42 -7.39 -1.95
H -4.42 -9.98 -1.36
H -4.48 -10.60 -3.01
H -5.83 -9.70 -2.21
H -4.66 -8.20 -3.80
H -3.10 -8.56 -3.09
H -4.28 -7.76 -1.07
C -5.70 -5.65 -5.04
C -5.91 -5.27 -6.49
O -6.00 -3.83 -6.62
H -6.43 -5.15 -4.39
H -4.70 -5.50 -4.66
H -5.90 -6.72 -4.97
H -6.87 -5.67 -6.84
H -5.04 -5.60 -7.06
H -6.45 -3.65 -7.45
C -3.51 -5.85 -11.98
C -4.21 -7.06 -12.63
O -3.33 -8.14 -12.83
H -4.25 -5.06 -11.83
H -2.75 -5.46 -12.66
H -3.16 -6.14 -10.99
H -4.64 -6.77 -13.59
H -5.06 -7.31 -11.97
H -3.00 -8.39 -11.95
C -1.11 -13.72 -8.65
C -2.20 -14.65 -9.12
O -3.49 -14.03 -8.87
H -1.11 -13.66 -7.56
H -1.24 -12.70 -9.02
H -0.14 -14.08 -9.00
H -2.19 -15.60 -8.58
H -2.22 -14.81 -10.19
H -3.76 -14.14 -7.96
C -3.81 -11.62 -12.29
C -4.52 -12.97 -12.22
O -5.27 -13.15 -11.05
H -3.42 -11.45 -13.29
H -2.96 -11.57 -11.60
H -4.47 -10.83 -11.93
H -3.75 -13.75 -12.31
H -5.13 -13.11 -13.12
H -4.68 -13.43 -10.34

Output
Lowest unoccupied orbital energy   0.0146 Eh
SMILES   COC[C@H](C)N.COC[C@H](C)N.COC[C@H](C)N.CCO.CCO.CCO.CCO.CCO



#3
Formula: C22H63N3O8
Source: the Open Molecules 2025 dataset
Level of theory: ωB97M-V/def2-TZVPD

Cartesian coordinates (Å):
C 3.61 -2.87 -0.20
C 3.14 -3.88 -1.22
O 1.83 -4.35 -0.83
H 2.90 -2.03 -0.23
H 4.52 -2.36 -0.53
H 3.72 -3.26 0.80
H 3.81 -4.71 -1.44
H 2.98 -3.38 -2.18
H 1.64 -5.12 -1.37
C -1.78 -3.78 2.24
C -0.79 -3.96 1.08
O 0.39 -3.27 1.40
H -1.51 -4.21 3.21
H -2.74 -4.23 1.99
H -1.83 -2.70 2.36
H -1.26 -3.56 0.18
H -0.61 -5.04 0.95
H 1.00 -3.33 0.64
C 2.55 -2.13 -5.11
C 4.04 -1.83 -5.25
O 4.15 -0.70 -6.10
H 2.47 -3.20 -4.90
H 2.10 -1.90 -6.07
H 2.14 -1.61 -4.25
H 4.55 -2.75 -5.57
H 4.58 -1.60 -4.31
H 5.05 -0.39 -6.18
C 1.23 5.83 1.87
C 0.48 5.30 3.07
O -0.79 5.99 3.05
H 2.13 5.25 1.69
H 1.48 6.89 1.93
H 0.60 5.71 0.99
H 1.00 5.44 4.03
H 0.28 4.23 3.02
H -1.19 5.84 3.91
C -5.46 1.14 -3.56
C -3.95 1.22 -3.48
O -3.42 -0.02 -3.99
H -5.74 0.99 -4.61
H -6.00 2.03 -3.24
H -5.78 0.30 -2.95
H -3.47 1.41 -2.52
H -3.57 2.00 -4.15
H -2.61 -0.22 -3.48
C 4.50 2.93 0.78
C 4.98 1.56 1.26
C 3.87 0.76 1.90
O 3.41 1.45 3.05
C 2.44 0.76 3.78
N 5.59 0.78 0.19
H 4.54 3.69 1.56
H 3.42 2.82 0.56
H 4.90 3.35 -0.14
H 5.68 1.88 2.05
H 4.27 -0.18 2.31
H 3.08 0.52 1.18
H 1.79 1.50 4.25
H 2.86 0.06 4.50
H 1.76 0.17 3.14
H 5.89 -0.13 0.54
H 6.44 1.22 -0.14
C -3.38 0.75 2.01
C -4.19 -0.35 1.31
C -5.42 -0.89 2.04
O -5.00 -1.56 3.20
C -5.68 -2.73 3.58
N -4.50 0.09 -0.06
H -3.79 1.76 1.93
H -2.38 0.77 1.58
H -3.15 0.44 3.03
H -3.45 -1.15 1.26
H -5.93 -1.51 1.29
H -6.14 -0.10 2.31
H -5.28 -3.59 3.02
H -6.77 -2.69 3.47
H -5.38 -2.97 4.60
H -4.47 -0.72 -0.66
H -5.41 0.55 -0.10
C 0.62 -0.31 -1.82
C -0.65 0.22 -1.11
C -0.80 1.72 -1.38
O 0.28 2.47 -0.88
C 0.41 2.40 0.52
N -1.77 -0.59 -1.59
H 0.42 -0.75 -2.79
H 1.00 -1.09 -1.16
H 1.44 0.41 -1.91
H -0.53 0.05 -0.04
H -1.74 2.14 -1.00
H -0.82 1.92 -2.46
H 0.78 1.39 0.78
H -0.59 2.53 0.96
H 1.11 3.11 0.96
H -1.53 -1.57 -1.40
H -2.59 -0.47 -0.99

Output
Lowest unoccupied orbital energy   0.0179 Eh
SMILES   COC[C@H](C)N.COC[C@H](C)N.COC[C@H](C)N.CCO.CCO.CCO.CCO.CCO



Stability, descending: #2, #3, #1